[1]
A 3-piece molecular cluster, C5H17NO2 overall, computed with ωB97M-V/def2-TZVPD.

Calculated values
Energy above the lowest of the compared OMol25 structures with the same formula, charge and spin (kJ/mol): 93.3
Structure (SMILES): CCNC(C)C.O.O
HOMO energy (eV): -9.2
Gap between HOMO and LUMO (eV): 10.07
LUMO energy (eV): 0.854

CARTESIAN COORDINATES (ANGSTROEM)
O 1.170 -0.584 2.732
O -2.429 -0.457 1.224
N -0.156 -0.138 -0.620
C -0.225 -2.490 -1.303
C -0.172 1.970 0.614
C 0.790 2.023 -1.614
C 0.638 -1.241 -1.152
C 0.599 1.087 -0.378
H -1.466 -0.346 1.069
H -1.246 -2.267 -1.620
H 0.126 -3.155 -2.097
H 0.625 1.423 -2.517
H 1.550 -1.436 -0.595
H -2.854 -1.254 0.953
H -1.209 2.069 0.274
H 1.545 0.698 0.014
H 1.820 2.350 -1.733
H -0.250 1.739 1.674
H 1.737 0.158 2.847
H 0.496 -0.362 2.069
H -0.203 -3.063 -0.379
H -0.906 0.030 -1.280
H 0.220 2.996 0.621
H 0.978 -0.988 -2.184
H 0.130 2.888 -1.624

Mulliken atomic charge list, values in e, 5 entries: O -0.68; O -0.69; N -0.14; C -1.22; C -1.71

=====

[2]
A 3-piece molecular cluster, C5H17NO2 overall, computed with ωB97M-V/def2-TZVPD.

Calculated values
Energy above the lowest of the compared OMol25 structures with the same formula, charge and spin (kJ/mol): 119.6
Structure (SMILES): CC(C)[C@H](C)N.O.O
HOMO energy (eV): -9.7
Gap between HOMO and LUMO (eV): 10.30
LUMO energy (eV): 0.587

CARTESIAN COORDINATES (ANGSTROEM)
O -1.647 -3.055 -0.023
O 1.525 -4.166 3.944
N -0.220 -0.298 -0.684
C 0.781 2.090 -2.256
C 0.043 1.056 -0.050
C 1.279 1.130 0.896
C -0.141 2.230 -1.014
C -1.616 2.417 -1.427
H 0.553 3.045 -2.841
H 1.027 -4.979 4.059
H -2.166 2.103 -0.542
H 0.950 0.666 1.854
H 1.485 2.150 1.259
H 0.638 -0.821 -0.667
H -1.906 1.742 -2.242
H -1.978 -2.334 0.526
H -0.844 1.126 0.585
H 1.232 -3.809 3.070
H 0.050 3.143 -0.404
H 0.578 1.343 -2.990
H -0.805 -2.662 -0.287
H -1.913 3.461 -1.743
H -0.412 -0.111 -1.666
H 2.108 0.742 0.256
H 1.791 2.055 -1.937

Mulliken atomic charge list, values in e, 5 entries: O -0.66; O -0.65; N -0.44; C -1.40; C -0.06

=====

[3]
A 4-piece molecular cluster, C5H17NO4 overall, computed with ωB97M-V/def2-TZVPD.

Calculated values
Energy above the lowest of the compared OMol25 structures with the same formula, charge and spin (kJ/mol): 37.0
Structure (SMILES): CC(C)[C@H](N)C=O.O.O.O
HOMO energy (eV): -9.3
Gap between HOMO and LUMO (eV): 9.55
LUMO energy (eV): 0.269

CARTESIAN COORDINATES (ANGSTROEM)
O -1.110 -3.272 1.273
O 0.925 -4.089 -0.477
O -1.921 -0.586 1.323
O -1.049 3.779 0.454
N -0.742 1.159 -1.597
C 1.810 -0.335 -1.040
C 1.229 1.429 0.633
C 0.811 0.098 0.020
C -1.608 0.293 0.549
C -0.621 0.119 -0.587
H 0.489 1.856 1.312
H 0.785 -0.631 0.838
H -0.916 -3.422 2.191
H 2.158 1.340 1.197
H 0.262 -3.698 0.150
H -2.019 1.310 0.656
H 1.648 -1.365 -1.357
H -1.586 4.113 1.177
H 2.831 -0.262 -0.661
H -0.537 4.550 0.141
H -0.841 -0.821 -1.101
H -0.627 2.079 -1.213
H -1.393 -2.324 1.203
H 1.397 2.190 -0.136
H 1.703 0.259 -1.949
H 0.528 -4.866 -0.875
H -1.604 1.094 -2.123

Mulliken atomic charge list, values in e, 5 entries: O -0.74; O -0.66; O -0.62; O -0.56; N -0.66

=====

[4]
A 5-piece molecular cluster, C5H17NO4 overall, computed with ωB97M-V/def2-TZVPD.

Calculated values
Energy above the lowest of the compared OMol25 structures with the same formula, charge and spin (kJ/mol): 311.0
Structure (SMILES): C=C/C=C/NC.O.O.O.O
HOMO energy (eV): -8.5
Gap between HOMO and LUMO (eV): 8.79
LUMO energy (eV): 0.311

CARTESIAN COORDINATES (ANGSTROEM)
O -1.496 1.354 0.222
O -2.455 -0.119 -2.530
O -0.505 2.341 -2.221
O 0.723 -0.422 -3.409
N 1.812 0.578 2.522
C 2.066 1.197 1.150
C -0.504 -2.959 0.342
C 0.621 -1.055 1.388
C -0.429 -2.040 1.292
C 0.643 -0.396 2.503
H 0.440 -0.601 -2.576
H 1.018 0.471 -3.389
H 0.002 -2.962 -0.637
H -1.754 2.200 0.674
H -0.706 1.865 -1.416
H -1.157 -3.805 0.462
H -0.728 1.038 0.626
H -1.095 2.017 -2.866
H 2.590 0.495 0.495
H 1.103 1.455 0.581
H 1.242 -0.964 0.496
H -1.720 -0.553 -2.044
H 1.727 1.254 3.296
H -0.995 -2.054 2.187
H 2.627 2.215 1.260
H -3.132 -0.221 -1.789
H 0.062 -0.329 3.383

Mulliken atomic charge list, values in e, 5 entries: O -0.65; O -0.59; O -0.65; O -0.57; N -0.31

=====

[5]
A 4-piece molecular cluster, C5H17NO4 overall, computed with ωB97M-V/def2-TZVPD.

Calculated values
Energy above the lowest of the compared OMol25 structures with the same formula, charge and spin (kJ/mol): 3.3
Structure (SMILES): CC(C)N(C)C=O.O.O.O
HOMO energy (eV): -9.7
Gap between HOMO and LUMO (eV): 10.02
LUMO energy (eV): 0.296

CARTESIAN COORDINATES (ANGSTROEM)
O -0.616 0.244 3.364
O 2.308 1.483 0.191
O 0.878 -0.902 -2.925
O 0.366 2.630 1.976
N 0.475 -0.858 -0.662
C 0.567 -1.747 0.489
C -0.809 -0.121 -0.773
C -0.665 1.248 -1.434
C 1.105 -1.297 -1.805
C -1.875 -0.955 -1.483
H -1.641 -1.044 -2.545
H -1.130 0.028 0.261
H -2.827 -0.425 -1.429
H 1.756 0.822 -0.255
H -1.961 -1.959 -1.068
H 0.999 2.378 1.284
H 0.030 1.790 2.326
H -0.179 -2.547 0.457
H 0.398 -1.186 1.409
H -1.514 0.477 3.620
H 0.026 1.897 -0.902
H 1.558 -2.192 0.555
H -0.350 1.145 -2.468
H -1.640 1.738 -1.420
H 1.898 -2.041 -1.619
H 2.907 0.952 0.728
H -0.066 0.441 4.129

Mulliken atomic charge list, values in e, 5 entries: O -0.65; O -0.75; O -0.51; O -0.67; N 0.32

=====

[6]
A 2-piece molecular cluster, C5H17NSi2 overall, computed with ωB97M-V/def2-TZVPD.

Calculated values
Energy above the lowest of the compared OMol25 structures with the same formula, charge and spin (kJ/mol): 502.3
HOMO energy (spin up / spin down) (eV): -6.5 / -6.2
Gap between HOMO and LUMO (spin up / spin down) (eV): 4.12 / 3.28
LUMO energy (spin up / spin down) (eV): -2.358 / -2.868

CARTESIAN COORDINATES (ANGSTROEM)
Si 2.718 -0.710 -0.982
Si 3.999 0.115 1.087
N 1.549 0.396 -1.364
C -2.050 -0.307 0.121
C -1.745 2.134 0.738
C -2.370 -0.750 -1.363
C -1.187 0.910 0.145
C -1.431 -1.450 0.982
H 1.658 1.138 -1.976
H 5.207 -0.514 1.563
H -1.487 -0.517 -1.895
H -2.736 2.317 0.344
H 3.155 0.791 2.065
H -2.918 0.014 0.634
H -2.083 1.857 1.774
H -0.203 0.983 -0.555
H 1.833 -1.870 -0.898
H -3.202 -0.189 -1.783
H 3.908 -1.112 -1.610
H -1.063 2.945 0.824
H -0.844 -1.211 1.869
H -2.734 -1.773 -1.332
H 4.776 1.021 0.110
H -2.046 -2.229 1.215
H -0.703 -1.987 0.287

Mulliken atomic charge list, values in e, 5 entries: Si 0.08; Si 0.26; N -0.54; C 0.63; C -1.22

=====

[7]
C5H18FN6O4Tl as an isolated structure, computed with ωB97M-V/def2-TZVPD.

Calculated values
Energy above the lowest of the compared OMol25 structures with the same formula, charge and spin (kJ/mol): 508.2
HOMO energy (eV): -14.2
Total charge: +2
Gap between HOMO and LUMO (eV): 1.53
LUMO energy (eV): -12.658

CARTESIAN COORDINATES (ANGSTROEM)
Tl 10.919 5.174 21.827
F 6.818 3.122 20.335
O 8.917 10.672 22.435
O 6.055 6.490 24.742
O 11.158 2.358 16.955
O 12.274 -0.747 22.245
N 7.465 12.281 21.831
N 4.223 7.086 25.811
N 9.375 1.304 16.072
N 8.158 12.126 23.863
N 11.188 1.299 14.950
N 4.031 6.142 23.890
C 8.254 11.662 22.658
C 4.812 6.527 24.824
C 13.685 -2.637 21.818
C 10.633 1.726 16.065
C 12.271 -2.153 22.168
H 11.570 -2.518 21.417
H 3.045 6.074 24.100
H 8.770 1.572 16.836
H 14.394 -2.343 22.592
H 4.431 5.573 23.158
H 6.957 13.090 22.158
H 3.217 6.998 25.834
H 12.016 -2.437 23.189
H 13.962 -2.308 20.816
H 13.580 -3.712 21.669
H 7.304 11.771 20.974
H 4.763 7.746 26.352
H 8.550 11.739 24.710
H 11.840 -0.447 23.046
H 9.152 0.786 15.234
H 10.685 0.520 14.549
H 7.538 12.917 23.961
H 12.149 1.494 14.711

Mulliken atomic charge list, values in e, 5 entries: Tl 1.00; F -0.29; O -0.55; O -0.54; O -0.52

=====

[8]
C5H18LiN6O5 as an isolated structure, computed with ωB97M-V/def2-TZVPD.

Calculated values
HOMO energy (eV): -1.7
Total charge: -1
Gap between HOMO and LUMO (eV): 3.58
LUMO energy (eV): 1.859

CARTESIAN COORDINATES (ANGSTROEM)
O 3.150 -11.280 -13.407
O -0.110 -8.704 -10.503
O 3.801 -8.183 -8.062
O 4.221 -13.016 -7.688
O -0.078 -12.916 -10.554
N -0.524 -8.902 -12.724
N 3.134 -11.383 -15.554
N 3.467 -13.238 -14.606
N -1.531 -14.024 -11.761
N -1.671 -7.582 -11.567
N -2.232 -12.721 -10.231
C -1.183 -13.200 -10.872
C 3.193 -11.938 -14.377
C 5.249 -13.759 -8.257
C 4.638 -7.321 -8.792
C -0.661 -8.314 -11.566
Li 2.658 -11.119 -9.861
H -2.456 -14.390 -11.590
H 4.174 -6.346 -8.936
H 0.047 -9.709 -12.933
H 3.865 -13.682 -13.791
H -3.206 -12.841 -10.469
H 3.168 -10.377 -15.471
H 5.222 -14.819 -8.003
H 5.219 -13.611 -9.336
H -2.107 -7.253 -12.416
H 3.039 -11.910 -16.411
H 5.663 -7.138 -8.468
H 4.773 -7.700 -9.805
H -0.737 -14.643 -11.848
H 3.555 -13.494 -15.579
H -2.076 -12.249 -9.352
H -0.814 -8.350 -13.519
H -2.168 -7.548 -10.688
H 6.209 -13.324 -7.978

Mulliken atomic charge list, values in e, 5 entries: O -0.57; O -0.65; O -0.86; O -0.85; O -0.57

=====

> Which formula does entry 6 have?

C5H17NSi2